C2H3N3O4S | the ωB97M-V functional and the def2-TZVPD basis

XYZ file:
```
13
C2H3N3O4S the ωB97M-V functional and the def2-TZVPD basis
C 1.866 0.163 0.064
S 0.465 -0.676 0.803
O 0.528 -2.068 0.545
O 0.094 -0.197 2.080
N -0.993 -0.085 -0.381
C -1.796 -0.989 -0.908
N -2.447 -1.787 -1.408
N -1.310 1.235 -0.238
O -2.366 1.623 -0.635
O -0.424 1.883 0.262
H 2.715 -0.063 0.704
H 2.003 -0.266 -0.923
H 1.666 1.228 0.037
```

The HOMO energy comes out at -0.4137 Eh. Its LUMO energy is -0.0200 hartree. The calculation puts the relative energy (zero: lowest compared OMol25 entry of this formula, charge and spin) at 153.63 kJ/mol. The HOMO-LUMO gap is 10.71 eV. As for the SMILES: CS(=O)(=O)N(C#N)[N+](=O)[O-].